Record 1
Molecular formula: C17H14BClN6O4Pt
Method: DFT, ωB97M-V/def2-TZVPD

Positions of all 44 atoms, in Å:
1 Pt -1.080 0.708 -0.977
2 B -1.473 3.392 1.384
3 N -0.105 3.037 0.713
4 C 1.025 3.712 0.947
5 C 2.051 3.156 0.202
6 C 1.450 2.111 -0.482
7 N 0.153 2.052 -0.154
8 N -2.662 2.597 0.738
9 C -3.928 2.798 1.114
10 C -4.752 1.884 0.480
11 C -3.893 1.124 -0.297
12 N -2.642 1.566 -0.120
13 H -1.677 4.564 1.197
14 H -1.412 3.114 2.557
15 H 1.014 4.555 1.617
16 H 3.078 3.469 0.154
17 H 1.866 1.401 -1.179
18 H -4.153 3.580 1.819
19 H -5.819 1.787 0.566
20 H -4.081 0.312 -0.978
21 O -1.249 -4.592 -3.642
22 C -0.177 -4.648 -2.877
23 O 0.530 -5.621 -2.834
24 C 0.144 -3.435 -2.047
25 C 1.205 -3.366 -1.162
26 Cl 2.295 -4.606 -0.785
27 N 1.178 -2.159 -0.533
28 N 0.173 -1.413 -1.043
29 C -0.478 -2.177 -1.908
30 C -1.764 -1.667 -2.502
31 O -2.406 -2.374 -3.266
32 O -2.136 -0.484 -2.173
33 C 2.006 -1.612 0.514
34 C 1.468 -0.595 1.290
35 C 2.202 -0.034 2.319
36 C 3.483 -0.485 2.593
37 C 4.010 -1.513 1.829
38 C 3.283 -2.086 0.796
39 H -1.744 -3.730 -3.544
40 H 0.456 -0.272 1.119
41 H 1.755 0.755 2.910
42 H 4.060 -0.050 3.398
43 H 5.006 -1.885 2.029
44 H 3.737 -2.869 0.220

Results
* orbital gap: 0.317 hartree
* molecular weight: 607.680 g/mol
* total energy: -1890.1416 Eh
* LUMO level: -0.7293 eV

Here are the Mulliken charges for atoms 1 to 4, given in e:
1 Pt 0.671
2 B 0.242
3 N 0.071
4 C -0.327



Record 2
Molecular formula: C11H27Cu2N2O6
Method: DFT, ωB97M-V/def2-TZVPD

Positions of all 48 atoms, in Å:
1 Cu 19.834 -15.530 -6.536
2 Cu 18.166 -17.672 -2.961
3 O 18.102 -13.434 -3.297
4 C 18.421 -14.606 -3.878
5 O 19.056 -14.514 -4.947
6 O 18.025 -15.669 -3.314
7 H 17.465 -13.581 -2.531
8 C 21.115 -11.711 -3.234
9 O 20.582 -10.770 -2.301
10 C 20.929 -11.039 -0.970
11 C 20.373 -12.330 -0.368
12 N 18.935 -12.382 -0.429
13 C 18.226 -13.539 0.109
14 C 16.714 -13.443 -0.031
15 O 16.362 -13.614 -1.385
16 C 14.953 -13.611 -1.590
17 H 20.728 -11.407 -4.204
18 H 20.719 -12.721 -3.070
19 H 22.205 -11.715 -3.205
20 H 20.518 -10.215 -0.387
21 H 22.016 -11.049 -0.837
22 H 20.638 -12.339 0.694
23 H 20.780 -13.230 -0.848
24 H 18.576 -12.130 -1.365
25 H 18.430 -13.540 1.192
26 H 18.669 -14.479 -0.244
27 H 16.376 -12.488 0.378
28 H 16.336 -14.271 0.578
29 H 14.439 -12.742 -1.172
30 H 14.485 -14.511 -1.188
31 H 14.778 -13.577 -2.664
32 C 16.358 -10.174 -5.385
33 C 17.612 -9.460 -4.886
34 C 17.548 -7.963 -5.133
35 O 17.574 -7.647 -6.474
36 C 17.687 -6.274 -6.844
37 N 17.745 -9.678 -3.435
38 H 15.488 -9.755 -4.869
39 H 16.407 -11.232 -5.135
40 H 16.184 -10.061 -6.455
41 H 18.459 -9.851 -5.469
42 H 18.359 -7.423 -4.602
43 H 16.639 -7.559 -4.629
44 H 17.694 -6.220 -7.927
45 H 18.655 -5.870 -6.508
46 H 16.857 -5.736 -6.374
47 H 17.569 -10.670 -3.286
48 H 18.743 -9.620 -3.216

Results
* 2S+1: 3
* orbital gap (spin up / spin down): 0.318 / 0.193 hartree
* molecular weight: 410.437 g/mol
* total energy: -4276.0376 Eh
* charge: +3
* LUMO level (spin up / spin down): -9.1609 / -12.5429 eV

Here are the Mulliken charges for atoms 1 to 4, given in e:
1 Cu 0.783
2 Cu 0.789
3 O -0.349
4 C 0.576



Record 3
Molecular formula: C69H161N23O23
Method: DFT, ωB97M-V/def2-TZVPD

Positions of all 276 atoms, in Å:
1 C 4.326 -0.458 -1.873
2 O 5.277 -1.186 -1.756
3 N 4.292 0.867 -2.233
4 C 3.070 1.628 -2.196
5 C 5.458 1.424 -2.782
6 H 3.314 -0.876 -1.730
7 H 3.115 2.266 -3.064
8 H 2.990 2.305 -1.315
9 H 2.195 0.958 -2.260
10 H 5.146 1.897 -3.704
11 H 5.881 2.245 -2.199
12 H 6.201 0.661 -2.899
13 C -1.283 -1.358 6.600
14 O -2.050 -1.021 7.513
15 N -1.443 -2.439 5.820
16 C -0.417 -2.840 4.867
17 C -2.511 -3.301 6.024
18 H -0.382 -0.784 6.284
19 H 0.298 -2.044 4.986
20 H -0.843 -2.951 3.850
21 H 0.155 -3.738 5.066
22 H -2.533 -4.128 5.294
23 H -2.400 -3.899 6.917
24 H -3.478 -2.772 6.105
25 C 2.170 -3.579 1.737
26 O 2.176 -4.107 2.818
27 N 1.105 -3.617 0.935
28 C 0.970 -3.076 -0.390
29 C -0.012 -4.428 1.254
30 H 3.015 -2.976 1.377
31 H 0.917 -3.884 -1.094
32 H 1.880 -2.461 -0.650
33 H 0.024 -2.511 -0.390
34 H -0.832 -3.828 1.716
35 H -0.409 -4.808 0.332
36 H 0.244 -5.112 2.034
37 C 5.259 1.694 3.013
38 O 4.271 1.931 3.673
39 N 5.333 0.919 1.921
40 C 6.539 0.852 1.175
41 C 4.120 0.303 1.378
42 H 6.197 2.146 3.295
43 H 6.439 0.000 0.479
44 H 7.381 0.752 1.850
45 H 6.690 1.780 0.568
46 H 3.752 -0.320 2.193
47 H 3.314 1.062 1.153
48 H 4.225 -0.351 0.529
49 C -3.080 0.392 -5.217
50 O -4.110 0.090 -5.868
51 N -1.818 -0.072 -5.420
52 C -0.808 0.484 -4.598
53 C -1.458 -0.593 -6.680
54 H -3.113 0.979 -4.316
55 H -0.288 -0.280 -3.994
56 H -1.216 1.283 -3.951
57 H -0.100 0.989 -5.179
58 H -1.274 0.285 -7.265
59 H -0.530 -1.104 -6.597
60 H -2.187 -1.268 -7.100
61 C 1.528 1.973 5.215
62 O 0.432 1.680 4.771
63 N 1.906 1.906 6.483
64 C 3.269 2.085 6.878
65 C 0.835 1.678 7.523
66 H 2.373 2.308 4.566
67 H 3.470 2.870 7.614
68 H 3.874 2.214 5.927
69 H 3.586 1.167 7.311
70 H 0.769 0.652 7.749
71 H 1.080 2.247 8.391
72 H -0.169 2.000 7.095
73 C 2.107 3.951 1.884
74 O 2.686 3.816 0.811
75 N 1.681 5.122 2.382
76 C 1.288 5.138 3.726
77 C 1.736 6.319 1.634
78 H 1.804 3.103 2.535
79 H 2.119 5.458 4.386
80 H 0.856 4.221 4.115
81 H 0.517 5.864 3.941
82 H 2.521 7.018 2.034
83 H 1.859 5.888 0.620
84 H 0.739 6.764 1.676
85 C -4.661 3.263 0.702
86 O -3.977 2.281 0.383
87 N -4.497 4.474 0.189
88 C -4.999 5.657 0.873
89 C -3.733 4.652 -1.012
90 H -5.462 3.165 1.429
91 H -5.338 5.409 1.879
92 H -5.847 6.079 0.376
93 H -4.205 6.423 0.910
94 H -3.706 5.720 -1.301
95 H -2.665 4.469 -0.816
96 H -4.161 4.067 -1.835
97 C -3.966 -7.296 4.823
98 O -3.188 -6.456 5.180
99 N -4.047 -7.724 3.502
100 C -4.947 -8.784 3.178
101 C -3.059 -7.390 2.514
102 H -4.692 -7.798 5.525
103 H -5.391 -8.564 2.210
104 H -5.699 -8.757 3.946
105 H -4.550 -9.830 3.073
106 H -3.521 -7.053 1.542
107 H -2.440 -6.571 2.879
108 H -2.497 -8.307 2.288
109 C -4.652 -0.435 -1.222
110 O -4.273 -1.427 -0.650
111 N -5.240 -0.417 -2.427
112 C -5.808 0.846 -3.016
113 C -5.574 -1.660 -3.201
114 H -4.623 0.528 -0.739
115 H -6.901 0.886 -3.082
116 H -5.443 0.935 -3.983
117 H -5.464 1.683 -2.461
118 H -4.969 -2.392 -2.717
119 H -6.597 -1.969 -3.156
120 H -5.248 -1.549 -4.222
121 C -5.088 1.721 3.748
122 O -5.404 2.872 3.613
123 N -4.632 1.174 4.880
124 C -4.091 -0.174 4.887
125 C -4.215 1.988 5.979
126 H -5.202 0.897 2.919
127 H -3.002 -0.172 4.739
128 H -4.582 -0.839 4.156
129 H -4.253 -0.593 5.852
130 H -4.661 1.597 6.864
131 H -3.106 1.968 6.089
132 H -4.570 3.050 5.886
133 C -4.242 -3.551 1.873
134 O -3.757 -3.131 2.908
135 N -5.538 -3.584 1.553
136 C -6.476 -3.438 2.618
137 C -6.132 -3.879 0.277
138 H -3.664 -3.808 0.944
139 H -5.968 -3.425 3.580
140 H -7.158 -4.308 2.622
141 H -7.119 -2.519 2.548
142 H -5.368 -3.842 -0.490
143 H -6.558 -4.893 0.256
144 H -6.898 -3.159 0.139
145 C -3.862 -4.633 -3.837
146 O -4.029 -5.216 -2.786
147 N -2.724 -3.942 -4.245
148 C -2.568 -3.254 -5.524
149 C -1.563 -4.148 -3.438
150 H -4.668 -4.546 -4.658
151 H -2.255 -2.247 -5.269
152 H -3.545 -3.185 -5.943
153 H -1.965 -3.885 -6.126
154 H -1.206 -5.185 -3.516
155 H -0.773 -3.480 -3.725
156 H -1.740 -3.886 -2.418
157 C -3.448 4.785 -6.852
158 O -2.529 5.453 -6.379
159 N -4.399 4.162 -6.159
160 C -5.371 3.406 -6.995
161 C -4.431 4.042 -4.708
162 H -3.618 4.627 -7.901
163 H -6.325 3.501 -6.474
164 H -5.040 2.377 -7.001
165 H -5.455 3.718 -8.057
166 H -5.436 3.812 -4.352
167 H -3.820 3.172 -4.472
168 H -4.013 4.903 -4.195
169 C 2.659 -0.640 -6.255
170 O 2.541 0.360 -5.587
171 N 3.006 -1.849 -5.825
172 C 2.840 -2.959 -6.714
173 C 2.931 -2.102 -4.410
174 H 2.455 -0.596 -7.372
175 H 1.974 -3.554 -6.431
176 H 3.750 -3.586 -6.661
177 H 2.854 -2.555 -7.735
178 H 3.915 -2.054 -4.008
179 H 2.326 -1.429 -3.856
180 H 2.564 -3.103 -4.307
181 C 6.385 -2.976 0.740
182 O 5.592 -2.769 1.624
183 N 7.620 -3.624 0.815
184 C 8.614 -3.492 -0.198
185 C 7.913 -4.329 2.012
186 H 6.264 -2.622 -0.320
187 H 8.715 -4.310 -0.893
188 H 9.504 -3.153 0.337
189 H 8.196 -2.651 -0.832
190 H 8.017 -5.372 1.852
191 H 8.816 -3.977 2.537
192 H 7.055 -4.219 2.686
193 C -0.764 0.309 -0.240
194 O 0.162 0.595 -0.986
195 N -0.590 -0.003 1.029
196 C -1.692 -0.190 1.941
197 C 0.739 -0.221 1.528
198 H -1.781 0.310 -0.654
199 H -1.867 -1.219 2.253
200 H -2.614 0.025 1.398
201 H -1.695 0.519 2.797
202 H 0.953 -1.262 1.752
203 H 1.447 0.195 0.735
204 H 0.878 0.240 2.475
205 C -1.104 2.876 -6.810
206 O -1.784 2.372 -7.722
207 N 0.156 3.278 -6.839
208 C 0.903 3.425 -5.638
209 C 0.956 3.227 -8.098
210 H -1.582 2.994 -5.815
211 H 1.453 4.372 -5.532
212 H 1.618 2.657 -5.499
213 H 0.199 3.361 -4.826
214 H 0.205 3.240 -8.850
215 H 1.650 4.106 -8.230
216 H 1.575 2.318 -8.059
217 C -2.123 5.453 2.306
218 O -1.898 5.950 1.199
219 N -1.814 4.249 2.757
220 C -2.237 3.846 4.082
221 C -1.132 3.318 1.879
222 H -2.641 6.046 3.065
223 H -2.621 2.806 4.077
224 H -3.084 4.458 4.419
225 H -1.463 3.791 4.814
226 H -1.770 2.778 1.152
227 H -0.432 3.826 1.281
228 H -0.519 2.601 2.379
229 C 2.679 -2.089 7.118
230 O 2.505 -0.882 7.242
231 N 3.513 -2.662 6.278
232 C 4.195 -1.850 5.276
233 C 3.248 -4.048 6.042
234 H 2.045 -2.803 7.639
235 H 4.821 -2.507 4.637
236 H 4.797 -1.120 5.725
237 H 3.479 -1.390 4.629
238 H 2.953 -4.201 4.961
239 H 4.175 -4.616 6.253
240 H 2.405 -4.350 6.644
241 C -0.792 3.687 -2.414
242 O -1.593 2.980 -2.960
243 N -0.448 5.009 -2.675
244 C -0.921 5.806 -3.827
245 C 0.356 5.774 -1.638
246 H -0.170 3.280 -1.560
247 H -1.320 6.740 -3.512
248 H -1.642 5.317 -4.392
249 H -0.001 5.991 -4.313
250 H -0.250 6.620 -1.319
251 H 0.542 5.109 -0.845
252 H 1.329 6.168 -2.054
253 C 2.166 -6.227 -0.663
254 O 1.128 -6.464 -1.322
255 N 3.373 -6.141 -1.082
256 C 4.481 -5.823 -0.173
257 C 3.605 -6.247 -2.527
258 H 2.113 -6.079 0.456
259 H 5.348 -6.445 -0.255
260 H 4.114 -5.986 0.871
261 H 4.830 -4.747 -0.285
262 H 3.920 -7.264 -2.782
263 H 2.655 -6.017 -3.041
264 H 4.372 -5.549 -2.791
265 C 6.288 5.557 -2.089
266 O 6.386 5.589 -3.276
267 N 5.169 5.281 -1.339
268 C 5.240 5.348 0.112
269 C 3.857 5.114 -1.860
270 H 7.197 5.634 -1.489
271 H 4.346 5.941 0.391
272 H 6.203 5.775 0.366
273 H 5.037 4.358 0.577
274 H 3.456 4.259 -1.464
275 H 3.256 5.875 -1.351
276 H 3.845 5.288 -2.919

Results
* orbital gap: 0.322 hartree
* relative energy (zero: lowest compared OMol25 entry of this formula, charge and spin): 339.4 kcal per mole
* molecular weight: 1681.185 g/mol
* total energy: -5715.5357 Eh
* LUMO level: 0.2305 eV

Here are the Mulliken charges for atoms 1 to 4, given in e:
1 C 0.047
2 O -0.800
3 N 1.022
4 C 0.532



Record 4
Molecular formula: C8H11FNO2PS
Method: DFT, ωB97M-V/def2-TZVPD

Positions of all 25 atoms, in Å:
1 C 2.279 -0.768 1.217
2 C 1.397 0.891 -0.365
3 C 3.513 -0.690 0.640
4 C 2.667 1.044 -0.896
5 C 1.191 0.000 0.684
6 C 3.665 0.125 -0.484
7 C -1.839 0.019 -1.706
8 C -3.003 1.037 0.190
9 N -2.334 -0.125 -0.347
10 O -2.494 -0.910 1.931
11 O 0.063 0.064 1.335
12 F 4.907 0.233 -1.065
13 P -1.628 -1.179 0.651
14 S -1.261 -2.972 0.128
15 H 2.012 -1.436 1.948
16 H 0.620 1.479 -0.680
17 H 4.320 -1.152 1.032
18 H 2.812 1.657 -1.730
19 H -1.518 -1.060 -1.913
20 H -2.642 0.351 -2.387
21 H -1.080 0.813 -1.832
22 H -4.034 0.923 0.186
23 H -2.602 1.083 1.219
24 H -2.803 1.934 -0.403
25 H -2.207 -1.361 2.647

Results
* 2S+1: 3
* orbital gap (spin up / spin down): 0.117 / 0.243 hartree
* molecular weight: 235.220 g/mol
* total energy: -1355.9241 Eh
* LUMO level (spin up / spin down): -0.6171 / -2.1230 eV

Here are the Mulliken charges for atoms 1 to 4, given in e:
1 C -0.565
2 C -0.202
3 C -0.633
4 C -1.046